Molecular formula: C29H34AsN4NaO2S3
Method: DFT, wB97M-V/def2-TZVPD

Each line ends with the Löwdin charge.
Atoms and positions in Å:
1 Na -2.020 -1.189 0.028  0.08
2 C 2.492 4.712 -0.790  -0.09
3 O 3.780 4.190 -0.513  -0.09
4 C 3.863 3.313 0.530  -0.28
5 C 2.825 3.074 1.427  0.01
6 C 2.989 2.136 2.436  -0.02
7 C 4.170 1.423 2.554  -0.31
8 C 5.223 1.719 1.698  -0.06
9 C 5.075 2.645 0.682  -0.02
10 N 4.440 0.475 3.613  0.03
11 N 3.589 -0.370 3.971  0.04
12 C 2.357 -0.576 3.313  -0.28
13 C 1.285 -0.789 4.160  -0.06
14 C -0.038 -0.794 3.737  -0.03
15 C -0.361 -0.593 2.377  -0.38
16 O -1.534 -0.487 1.924  -0.12
17 C 0.787 -0.565 1.447  -0.15
18 N 0.460 -0.582 0.134  0.11
19 C 1.410 -0.653 -0.763  -0.14
20 C 2.770 -0.732 -0.407  -0.05
21 C 3.117 -0.696 0.913  -0.03
22 C 2.115 -0.581 1.904  -0.13
23 H 2.589 5.297 -1.702  0.09
24 H 2.138 5.360 0.016  0.08
25 H 1.765 3.912 -0.945  0.09
26 H 1.873 3.580 1.335  0.09
27 H 2.162 1.937 3.108  0.12
28 H 6.159 1.187 1.828  0.11
29 H 5.878 2.855 -0.012  0.11
30 H 1.519 -0.891 5.216  0.10
31 H -0.853 -0.920 4.437  0.10
32 H 1.085 -0.689 -1.798  0.09
33 H 3.523 -0.840 -1.178  0.10
34 H 4.154 -0.779 1.208  0.11
35 C -3.566 -0.606 -4.545  -0.20
36 C -3.467 -1.243 -3.169  -0.83
37 S -1.791 -1.613 -2.677  0.40
38 C -4.573 -1.467 -2.430  -0.86
39 C -5.937 -1.090 -2.969  -0.20
40 S -4.657 -2.153 -0.792  0.36
41 H -2.564 -0.427 -4.931  0.02
42 H -4.095 0.354 -4.529  0.06
43 H -4.088 -1.247 -5.267  0.06
44 H -5.948 -0.901 -4.045  0.04
45 H -6.316 -0.194 -2.463  0.06
46 H -6.652 -1.887 -2.750  0.04
47 N -1.472 1.849 -0.115  0.16
48 C -1.181 3.175 -0.083  -0.32
49 C -1.004 3.847 1.140  -0.05
50 C -0.747 5.206 1.168  -0.13
51 C -0.655 5.949 -0.005  -0.15
52 C -0.826 5.287 -1.216  -0.13
53 C -1.076 3.928 -1.265  -0.05
54 H -1.366 1.288 0.722  0.06
55 H -1.351 1.334 -0.975  0.09
56 H -1.079 3.283 2.061  0.11
57 H -0.616 5.693 2.128  0.09
58 H -0.456 7.012 0.024  0.08
59 H -0.756 5.839 -2.147  0.10
60 H -1.213 3.428 -2.217  0.11
61 C -2.153 -4.412 -0.317  -0.32
62 As -0.481 -5.328 -0.141  0.59
63 C -0.258 -6.159 -1.867  -0.27
64 C -0.840 -6.799 1.062  -0.29
65 S 1.201 -4.254 0.472  0.02
66 H -2.936 -5.140 -0.529  0.04
67 H -2.103 -3.688 -1.139  -0.06
68 H -2.405 -3.884 0.602  0.03
69 H -1.035 -6.907 -2.027  0.03
70 H 0.733 -6.608 -1.912  0.02
71 H -0.345 -5.373 -2.617  0.03
72 H -1.566 -7.483 0.620  0.02
73 H -1.241 -6.388 1.986  0.03
74 H 0.099 -7.309 1.271  0.02

Values from the calculation:
DFT total energy: -5087.67494 Ha
Energy relative to the best compared isomer or geometry (same formula, charge and spin): 26.9 kJ/mol
HOMO-LUMO gap: 4.01 eV
Total charge: -2
Spin multiplicity: 1


Molecular formula: C29H34BF4N4Ti
Method: DFT, wB97M-V/def2-TZVPD

Each line ends with the Löwdin spin population.
Atoms and positions in Å:
1 Ti 9.234 9.256 8.232  0.95
2 C 7.443 6.498 10.353  0.00
3 C 8.424 5.557 9.720  0.00
4 C 9.206 6.136 8.533  0.00
5 N 9.948 7.367 8.820  0.00
6 C 11.004 7.320 9.684  0.00
7 C 11.646 6.136 10.119  0.00
8 C 12.689 5.866 11.074  0.00
9 C 13.340 6.741 11.911  0.00
10 C 13.057 8.116 12.011  0.00
11 C 12.256 8.927 11.225  0.00
12 C 11.554 8.646 10.013  0.00
13 N 11.070 9.591 9.238  0.00
14 C 11.700 10.918 9.270  0.00
15 C 10.893 12.010 9.885  0.00
16 C 9.623 12.223 9.059  0.00
17 N 8.738 11.054 9.051  0.00
18 C 7.686 11.054 9.877  0.00
19 C 7.625 11.733 11.103  0.00
20 C 6.551 11.979 11.972  0.00
21 C 5.235 11.666 11.863  0.00
22 C 4.703 10.842 10.837  0.00
23 C 5.310 10.094 9.883  0.00
24 C 6.672 9.993 9.561  0.00
25 N 7.221 9.029 8.800  0.01
26 C 6.411 7.887 8.405  0.00
27 C 6.163 6.940 9.569  0.00
28 H 7.134 6.118 11.317  0.00
29 H 7.967 7.399 10.590  0.00
30 H 9.097 5.191 10.513  0.00
31 H 7.923 4.654 9.393  0.00
32 H 9.909 5.358 8.212  0.00
33 H 8.532 6.291 7.702  0.00
34 H 11.325 5.295 9.572  0.00
35 H 12.967 4.820 11.144  0.00
36 H 14.068 6.324 12.610  0.00
37 H 13.536 8.604 12.840  0.00
38 H 12.166 9.959 11.532  0.00
39 H 12.705 10.787 9.774  0.00
40 H 11.938 11.230 8.255  0.00
41 H 10.608 11.779 10.908  0.00
42 H 11.497 12.934 9.799  0.00
43 H 9.112 13.106 9.432  0.00
44 H 9.884 12.431 8.039  0.00
45 H 8.528 12.278 11.400  0.00
46 H 6.812 12.577 12.833  0.00
47 H 4.503 12.062 12.583  0.00
48 H 3.615 10.756 10.900  0.00
49 H 4.683 9.450 9.266  0.00
50 H 5.455 8.163 7.936  0.00
51 H 6.854 7.355 7.573  0.00
52 H 5.454 7.455 10.237  0.00
53 H 5.650 6.039 9.208  0.00
54 C 7.785 13.369 5.342  0.00
55 C 6.707 12.529 5.940  0.00
56 C 5.739 13.087 6.779  0.00
57 C 4.667 12.330 7.205  0.00
58 C 4.535 11.002 6.809  0.00
59 C 5.550 10.427 6.061  0.00
60 C 6.633 11.196 5.622  0.00
61 H 7.373 14.121 4.655  0.00
62 H 8.486 12.785 4.687  0.00
63 H 8.309 13.948 6.117  0.00
64 H 5.821 14.140 7.073  0.00
65 H 3.909 12.841 7.820  0.00
66 H 3.712 10.421 7.228  0.00
67 H 5.492 9.369 5.810  0.00
68 H 7.386 10.777 5.000  0.00
69 F 10.126 10.385 6.614  0.01
70 B 9.737 9.501 5.459  0.00
71 F 10.755 8.621 5.192  0.00
72 F 8.678 8.750 6.222  0.01
73 F 9.269 10.161 4.370  0.00

Values from the calculation:
DFT total energy: -2618.55514 Ha
Energy relative to the best compared isomer or geometry (same formula, charge and spin): 0.0 kJ/mol
HOMO-LUMO gap (alpha / beta): 7.33 / 7.36 eV
Spin multiplicity: 2


Molecular formula: C29H34BrNO4S2
Method: DFT, wB97M-V/def2-TZVPD

Each line ends with the Löwdin charge.
Atoms and positions in Å:
1 C -1.399 -1.448 3.194  -0.12
2 C -1.145 -2.162 1.792  -0.24
3 C -1.205 -1.115 0.596  -0.14
4 C 0.283 -0.702 0.169  -0.32
5 C 0.817 -1.666 -0.981  -0.05
6 N 0.460 0.735 -0.061  -0.04
7 C -0.313 1.321 -1.103  -0.17
8 C -1.134 0.628 -2.098  0.04
9 C -1.936 1.326 -3.120  -0.18
10 C -2.801 0.438 -4.096  -0.11
11 C -4.172 0.184 -3.356  -0.19
12 C -5.260 1.175 -3.434  -0.05
13 C -6.550 1.022 -2.789  -0.08
14 C -6.773 -0.194 -1.988  -0.09
15 C -5.713 -1.210 -1.883  -0.08
16 C -4.414 -1.024 -2.549  -0.04
17 C -1.917 2.787 -3.211  -0.04
18 C -1.115 3.508 -2.226  -0.09
19 C -0.359 2.806 -1.204  -0.40
20 S 0.611 3.760 0.023  0.98
21 C 2.087 2.680 0.163  -0.35
22 C 3.419 3.238 0.336  -0.27
23 C 3.550 4.793 0.364  -0.64
24 Br 5.420 5.398 -0.008  0.65
25 C 2.942 5.495 1.651  -0.29
26 C 2.714 4.550 2.887  -0.11
27 C 4.588 2.371 0.451  -0.07
28 C 4.345 0.922 0.390  -0.06
29 C 2.997 0.369 0.216  0.00
30 C 1.795 1.223 0.083  -0.16
31 H -1.129 -2.193 3.993  0.07
32 H -0.735 -0.552 3.320  0.08
33 H -2.487 -1.183 3.310  0.07
34 H -1.916 -2.963 1.645  0.11
35 H -0.130 -2.651 1.863  0.06
36 H -1.740 -0.187 0.927  0.12
37 H -1.725 -1.628 -0.260  0.09
38 H 0.901 -0.964 1.080  0.13
39 H 1.251 -1.050 -1.825  0.10
40 H 1.642 -2.348 -0.654  0.06
41 H -0.028 -2.267 -1.404  0.08
42 H -1.199 -0.480 -2.086  0.09
43 H -3.050 1.030 -5.012  0.11
44 H -2.251 -0.513 -4.293  0.12
45 H -5.033 2.083 -4.053  0.10
46 H -7.370 1.771 -2.831  0.09
47 H -7.751 -0.315 -1.460  0.09
48 H -5.958 -2.109 -1.270  0.09
49 H -3.644 -1.832 -2.436  0.10
50 H -2.488 3.329 -3.994  0.10
51 H -1.054 4.624 -2.223  0.10
52 H 2.960 5.174 -0.519  0.08
53 H 2.010 6.056 1.357  0.10
54 H 3.678 6.295 1.954  0.08
55 H 2.136 3.620 2.667  0.06
56 H 2.088 5.136 3.625  0.08
57 H 3.684 4.355 3.427  0.09
58 H 5.638 2.706 0.563  0.06
59 H 5.239 0.254 0.487  0.10
60 H 2.918 -0.740 0.208  0.09
61 O 1.641 -3.492 1.585  -0.25
62 S 1.643 -4.892 1.316  0.63
63 O 1.034 -5.449 0.160  -0.21
64 O 1.077 -5.654 2.621  -0.18
65 C 2.054 -6.581 3.100  -0.17
66 C 3.391 -5.992 2.693  -0.17
67 O 3.164 -5.426 1.400  -0.18
68 H 1.880 -7.543 2.612  0.13
69 H 1.968 -6.703 4.179  0.14
70 H 4.181 -6.740 2.652  0.14
71 H 3.690 -5.186 3.368  0.13

Values from the calculation:
DFT total energy: -4851.41104 Ha
Structure (SMILES): CCC[C@@H](C)N1c2cc(Cc3ccccc3)ccc2Sc2c([C@H](Br)CC)cccc21.O=S1(=O)OCCO1
HOMO-LUMO gap: 7.77 eV
Spin multiplicity: 1


Molecular formula: C29H34CrN6O6S2
Method: DFT, wB97M-V/def2-TZVPD

Each line ends with the Löwdin spin population.
Atoms and positions in Å:
1 Cr -0.332 0.119 0.424  0.97
2 O 0.859 -1.152 -0.360  0.03
3 C 1.308 -0.890 -1.679  0.00
4 C 0.765 0.456 -2.132  0.00
5 N 0.715 1.350 -0.957  -0.01
6 C -0.100 2.549 -1.213  0.00
7 C -1.558 2.276 -0.884  0.00
8 O -2.474 2.884 -1.367  0.00
9 O -1.692 1.332 0.039  0.02
10 C 2.029 1.664 -0.375  0.00
11 C 2.089 1.326 1.112  0.00
12 O 3.119 1.498 1.733  0.00
13 O 1.002 0.800 1.616  -0.01
14 H 2.228 -1.484 0.474  0.00
15 H 0.982 -1.674 -2.369  0.00
16 H 2.402 -0.880 -1.693  0.00
17 H -0.263 0.366 -2.489  0.00
18 H 1.368 0.880 -2.944  0.00
19 H 0.018 2.926 -2.230  0.00
20 H 0.214 3.333 -0.522  0.00
21 H 2.273 2.720 -0.498  0.00
22 H 2.817 1.099 -0.872  0.00
23 S -2.026 -1.440 -0.671  -0.01
24 C -3.017 -1.979 0.527  0.00
25 N -4.094 -2.728 0.314  0.00
26 C -4.886 -3.287 1.402  0.00
27 C -4.990 -2.280 2.507  0.00
28 N -3.642 -1.841 2.889  0.01
29 C -3.510 -1.451 4.312  0.00
30 C -4.506 -0.374 4.657  0.00
31 C -4.309 0.913 4.161  0.00
32 C -5.230 1.911 4.435  0.00
33 C -6.347 1.631 5.213  0.00
34 C -6.542 0.354 5.716  0.00
35 C -5.622 -0.648 5.435  0.00
36 C -2.709 -1.612 1.993  0.00
37 S -1.237 -0.887 2.374  -0.01
38 C -4.572 -3.080 -1.034  0.00
39 C -5.837 -2.322 -1.350  0.00
40 C -5.825 -0.927 -1.361  0.00
41 C -6.987 -0.227 -1.637  0.00
42 C -8.167 -0.911 -1.908  0.00
43 C -8.182 -2.296 -1.902  0.00
44 C -7.017 -3.000 -1.620  0.00
45 H -4.439 -4.224 1.747  0.00
46 H -5.879 -3.501 1.011  0.00
47 H -5.460 -2.713 3.387  0.00
48 H -5.575 -1.409 2.204  0.00
49 H -2.494 -1.103 4.466  0.00
50 H -3.667 -2.352 4.907  0.00
51 H -3.435 1.132 3.558  0.00
52 H -5.074 2.908 4.048  0.00
53 H -7.063 2.413 5.431  0.00
54 H -7.406 0.137 6.328  0.00
55 H -5.771 -1.644 5.837  0.00
56 H -4.752 -4.157 -1.045  0.00
57 H -3.779 -2.865 -1.745  0.00
58 H -4.904 -0.387 -1.168  0.00
59 H -6.970 0.855 -1.653  0.00
60 H -9.072 -0.361 -2.128  0.00
61 H -9.097 -2.832 -2.116  0.00
62 H -7.027 -4.084 -1.619  0.00
63 C 6.356 0.153 1.246  0.00
64 N 5.193 -0.647 1.639  0.00
65 C 4.978 -0.980 2.926  0.00
66 C 3.853 -1.602 3.351  0.00
67 C 2.852 -1.834 2.385  0.00
68 N 3.073 -1.490 1.109  0.00
69 C 4.233 -0.873 0.661  0.00
70 O 4.396 -0.560 -0.492  0.00
71 N 1.683 -2.395 2.676  0.00
72 H 7.147 -0.017 1.971  0.00
73 H 6.075 1.205 1.223  0.00
74 H 6.683 -0.159 0.260  0.00
75 H 5.774 -0.718 3.610  0.00
76 H 3.711 -1.866 4.386  0.00
77 H 1.426 -2.524 3.639  0.00
78 H 0.940 -2.401 1.991  0.00

Values from the calculation:
DFT total energy: -3746.25729 Ha
Energy relative to the best compared isomer or geometry (same formula, charge and spin): 0.0 kJ/mol
HOMO-LUMO gap (alpha / beta): 7.37 / 6.93 eV
Total charge: +1
Spin multiplicity: 2


- spin multiplicity of number 3 (C29H34BrNO4S2)?
  1